(1)
Molecular formula: C26H37B2BrF12KMgN4O10PS
Method: DFT, the ωB97M-V functional and the def2-TZVPD basis

Computed properties:
2S+1: 2
LUMO (alpha / beta): -0.777 / -0.778 eV
HOMO-LUMO gap (alpha / beta): 4.12 / 4.92 eV
net charge: -1
<S²>: 0.768
HOMO energy (alpha / beta): -4.90 / -5.69 eV
total energy: -199907.184 eV

Last column: Mulliken spin population.
Positions of all 96 atoms, in Å:
C: 0.1491 -2.8530 3.8599  0.0000
C: 0.1040 -1.4936 3.1365  0.0000
C: -0.3927 -1.8062 1.7020  0.0000
C: -0.9105 -0.6102 3.9050  0.0000
C: -0.6556 0.9164 3.8913  0.0004
S: -0.0095 1.5381 5.4949  0.0000
C: -2.0214 1.5767 3.6354  -0.0001
N: -1.8997 3.0625 3.5546  0.0000
C: 0.2706 1.2477 2.7268  0.0003
C: 1.6091 0.5151 2.7583  -0.0014
C: 2.2286 0.4904 1.3902  0.0035
C: 2.5998 1.2689 3.6662  -0.0001
N: 1.4897 -0.9453 3.2064  0.0001
O: 2.3107 -1.7865 2.3363  0.0000
H: 0.9578 -3.4894 3.4990  0.0000
H: 0.3166 -2.6889 4.9250  0.0000
H: -0.7961 -3.3818 3.7180  0.0000
H: -1.4635 -2.0075 1.7345  0.0000
H: -0.2295 -1.0105 0.9670  0.0001
H: 0.0730 -2.7266 1.3297  0.0000
H: -1.0241 -0.9900 4.9177  0.0000
H: -1.8628 -0.7793 3.3942  -0.0001
H: -1.1626 1.9984 5.9813  0.0000
H: -2.6157 1.3611 4.5264  0.0000
H: -2.4644 1.1389 2.7363  0.0000
H: -2.8137 3.4588 3.6613  0.0000
H: -1.5780 3.2779 2.6168  0.0000
H: -0.2755 0.9507 1.8193  0.0003
H: 0.4419 2.3218 2.6387  -0.0002
H: 1.5480 -0.2020 0.9078  0.0001
H: 2.2284 1.4222 0.8277  -0.0009
H: 3.2837 0.2009 1.4581  0.0001
H: 3.5939 0.8386 3.5238  0.0000
H: 2.3702 1.1330 4.7201  0.0000
H: 2.6787 2.3178 3.3811  0.0000
K: -4.5546 2.5049 3.7761  0.0000
B: -6.5970 -3.4429 3.9151  0.0000
O: -6.7855 -1.9652 4.1633  0.0000
C: -5.8297 -1.3145 3.5910  0.0000
O: -5.6745 -0.1100 3.5841  0.0000
C: -4.8765 -2.3204 2.8873  0.0000
O: -3.8933 -2.0078 2.2736  0.0000
O: -5.3541 -3.5203 3.0978  0.0000
O: -6.4706 -4.1689 5.1663  0.0000
C: -7.4301 -5.0946 5.2423  0.0000
O: -7.6078 -5.8570 6.1388  0.0000
C: -8.2760 -4.9819 3.9391  0.0000
O: -9.2239 -5.6407 3.6472  0.0000
O: -7.7408 -3.9996 3.2103  0.0000
F: 6.4373 2.0659 -0.5974  0.0000
P: 4.9199 2.3377 -0.1530  -0.0001
F: 4.5145 1.0935 -1.1592  -0.0001
F: 5.1406 1.1162 0.9712  0.0000
F: 5.2561 3.8396 -0.7748  0.0000
F: 4.5686 3.1710 1.2327  0.0000
F: 3.3247 2.7797 -0.6004  0.0004
O: -6.5222 0.5605 0.1878  0.0000
H: -6.4666 -0.3833 0.0048  0.0000
H: -6.7584 0.6000 1.1198  0.0000
C: 0.5599 3.1685 -1.0729  -0.0065
N: 0.7027 2.6139 -2.4223  0.0507
C: -0.3816 2.0331 -2.9669  -0.0075
C: -0.3495 1.5053 -4.2241  0.0496
C: 0.8386 1.5723 -4.9755  0.0288
C: 1.9514 2.1684 -4.3672  0.0725
C: 1.8617 2.6784 -3.0972  0.0018
C: 0.9153 1.0564 -6.3283  0.2485
C: 1.3612 1.8659 -7.4116  -0.0036
C: 1.4742 1.3532 -8.6593  0.1423
N: 1.1706 0.0325 -8.9222  0.1985
C: 0.7132 -0.7711 -7.8905  0.1705
C: 0.5804 -0.2901 -6.6325  -0.0338
C: 1.3383 -0.5368 -10.2448  0.0003
H: 0.2381 2.3532 -0.4255  0.0023
H: -0.1804 3.9681 -1.1045  0.0012
H: 1.5139 3.5548 -0.7331  0.0018
H: -1.2633 2.0128 -2.3449  0.0049
H: -1.2407 1.0500 -4.6307  0.0010
H: 2.9005 2.2211 -4.8806  -0.0008
H: 2.6988 3.1315 -2.5891  0.0039
H: 1.6137 2.9055 -7.2539  0.0117
H: 1.8112 1.9453 -9.4968  0.0174
H: 0.4882 -1.7954 -8.1474  0.0271
H: 0.2407 -0.9603 -5.8543  0.0103
H: 0.3927 -0.9537 -10.5954  0.0008
H: 2.0940 -1.3240 -10.2210  0.0009
H: 1.6603 0.2413 -10.9313  0.0038
Br: 3.5536 -2.4018 3.6820  0.0000
Mg: 2.5474 -1.6373 0.4076  -0.0004
F: 0.7874 -0.0202 -1.2646  -0.0002
F: 3.4573 -4.8630 4.0308  0.0000
B: 6.7667 -1.4663 -2.3742  0.0000
F: 6.3833 -2.6450 -3.0703  0.0000
F: 6.3490 -0.3476 -3.1045  -0.0001
F: 6.1202 -1.4951 -1.1028  0.0000
F: 8.1521 -1.4511 -2.1917  0.0000

***

(2)
Molecular formula: C4H6N2
Method: DFT, the ωB97M-V functional and the def2-TZVPD basis

Computed properties:
LUMO: 0.953 eV
HOMO-LUMO gap: 9.51 eV
structure (SMILES): C[C@H]1N[C@H]1C#N
HOMO energy: -8.56 eV
total energy: -7221.487 eV
ΔE to the lowest compared entry with this formula, charge and spin: 4.1036 eV

Last column: Mulliken charge in e.
Positions of all 12 atoms, in Å:
C: -0.9629 0.9869 -0.1369  -0.8618
C: -0.5714 -0.3408 0.3351  0.0194
N: -0.0002 -1.3290 -0.4465  -0.3552
C: 1.1718 -0.9773 0.3067  -0.6697
C: 1.6923 0.3193 0.1167  0.5864
N: 1.7544 1.4591 -0.1239  -0.5720
H: -0.6220 1.3998 -1.0915  0.3497
H: -1.8532 0.2244 -0.3455  0.2491
H: -1.2336 1.7543 0.6076  0.2787
H: -1.0508 -0.6079 1.2676  0.3226
H: 0.0339 -1.1671 -1.4417  0.2943
H: 1.6417 -1.7217 0.9523  0.3587

***

(3)
Molecular formula: C29H30N3O2Pd
Method: DFT, the ωB97M-V functional and the def2-TZVPD basis

Computed properties:
2S+1: 5
LUMO (alpha / beta): -4.205 / -5.744 eV
HOMO-LUMO gap (alpha / beta): 5.77 / 5.49 eV
net charge: +1
<S²>: 6.164
HOMO energy (alpha / beta): -9.97 / -11.24 eV
total energy: -42592.082 eV

Last column: Mulliken spin population.
Positions of all 65 atoms, in Å:
Pd: -0.6714 0.6928 0.6884  1.0056
C: -3.1410 -1.5636 -3.0458  -0.0015
O: -2.0696 -0.9335 -2.3920  0.0180
C: -0.8919 -1.5788 -2.2532  0.0826
C: -0.7751 -2.9099 -2.5510  -0.0265
C: 0.4491 -3.5439 -2.5839  0.0484
C: 1.5891 -2.8482 -2.2567  -0.0285
C: 1.4728 -1.4873 -1.9106  0.0694
C: 0.2560 -0.8637 -1.7494  0.0070
N: 0.1406 0.4260 -1.1844  0.4429
N: 0.9583 1.3248 -1.6079  -0.1271
C: 0.7542 2.6146 -1.5597  0.1741
C: -0.2866 3.2592 -0.6879  0.1080
O: -1.0691 2.5634 0.0460  0.1970
C: -0.5663 4.6150 -0.8749  0.0278
C: 0.2148 5.4344 -1.6964  -0.0145
C: 1.4496 4.9390 -2.2248  0.0831
C: 2.3192 5.6764 -2.9878  -0.0325
C: 3.2520 5.1342 -3.7961  0.1154
C: 3.5045 3.7199 -3.7225  -0.0697
C: 2.7437 2.9317 -2.9165  0.1043
C: 1.6903 3.5112 -2.1688  -0.0115
H: -3.6678 -2.3556 -2.4822  0.0007
H: -2.8489 -1.9592 -4.0294  0.0010
H: -3.8112 -0.6785 -3.2298  0.0002
H: -1.6848 -3.4252 -2.8889  -0.0004
H: 0.5533 -4.6231 -2.7970  0.0020
H: 2.6007 -3.3199 -2.3076  0.0007
H: 2.3940 -0.9056 -1.7996  -0.0017
H: -1.4068 5.1158 -0.4003  -0.0035
H: -0.0006 6.4642 -1.8618  -0.0017
H: 2.2419 6.7487 -2.8076  0.0006
H: 3.8069 5.7736 -4.4396  0.0058
H: 4.3187 3.3602 -4.3774  -0.0026
H: 2.8550 1.8333 -2.7908  0.0071
C: 2.8375 -1.9711 1.8675  0.0139
C: 1.7654 -2.7827 2.6203  0.0093
C: 1.0567 -3.8017 1.7791  0.0087
C: 0.7043 -1.8870 3.2895  0.1804
C: 0.8082 -1.3993 4.5761  -0.0726
C: -0.2183 -0.6564 5.2011  0.2377
C: -1.3599 -0.4073 4.5060  -0.0661
C: -1.5563 -0.7953 3.2080  0.2111
C: -2.9176 -0.6347 2.5659  -0.0089
C: -3.3732 0.8020 2.2649  0.0401
C: -3.2079 -1.5224 1.3571  0.0463
C: -0.3949 -1.3746 2.4789  0.0613
N: -0.2821 -1.1129 1.1699  1.1619
H: 3.5828 -2.6285 1.4344  0.0022
H: 3.4301 -1.3733 2.5261  -0.0029
H: 2.3767 -1.3872 1.1149  -0.0072
H: 2.2253 -3.2983 3.5030  0.0067
H: 0.3493 -3.3596 1.0084  0.0021
H: 0.4107 -4.4119 2.3649  -0.0015
H: 1.7038 -4.4674 1.2450  0.0003
H: 1.7447 -1.4479 5.1201  0.0018
H: -0.2304 -0.3337 6.2286  0.0052
H: -2.2547 0.1260 4.9123  0.0069
H: -3.6009 -0.9325 3.3848  0.0155
H: -3.2175 1.1114 1.2108  -0.0175
H: -2.8402 1.4891 2.9600  0.0049
H: -4.4586 0.7445 2.5192  0.0019
H: -2.4490 -1.3928 0.5820  -0.0216
H: -4.1835 -1.4277 0.9429  0.0016
H: -3.1245 -2.6095 1.7063  -0.0019

***

(4)
Molecular formula: C9H19N2O5S2
Method: DFT, the ωB97M-V functional and the def2-TZVPD basis

Computed properties:
LUMO: 2.942 eV
HOMO-LUMO gap: 8.03 eV
net charge: -1
HOMO energy: -5.09 eV
total energy: -44529.060 eV
ΔE to the lowest compared entry with this formula, charge and spin: 0.0000 eV

Last column: Mulliken charge in e.
Positions of all 37 atoms, in Å:
C: 2.4156 -1.3731 1.2710  -1.0017
C: 3.3580 -0.7614 0.2702  0.9295
C: 3.5772 -1.5315 -1.0024  -1.2011
N: 3.9953 0.3169 0.5098  -0.5507
S: 3.2655 1.7821 0.3632  1.0812
O: 3.1881 2.4212 1.6533  -0.6675
O: 3.9457 2.5210 -0.6666  -0.6500
N: 1.8365 1.1961 -0.1485  -0.2255
S: 0.6494 2.1508 -0.5159  0.9829
O: 0.0773 1.7967 -1.7958  -0.6950
O: 0.8412 3.5512 -0.2582  -0.6679
O: -0.4230 1.6106 0.5804  -0.2878
C: -1.8062 1.8381 0.3085  -1.0906
C: -2.5740 0.5088 0.3346  0.4108
C: -2.7919 0.0596 1.7826  -1.7765
C: -1.8790 -0.5390 -0.5673  1.8657
C: -2.4416 -0.4817 -2.0062  -1.5673
C: -1.9620 -1.9748 -0.0370  -2.0143
H: 2.9525 -2.1152 1.8677  0.3968
H: 1.5922 -1.8764 0.7590  0.1191
H: 2.0063 -0.5861 1.9015  0.3319
H: 4.3243 -2.3161 -0.8503  0.3647
H: 3.9202 -0.8404 -1.7690  0.3261
H: 2.6397 -1.9885 -1.3208  0.2892
H: -1.9418 2.3681 -0.6347  0.4238
H: -2.1712 2.4867 1.1104  0.4588
H: -3.5617 0.7126 -0.0954  0.3524
H: -1.9155 -0.4498 2.1864  0.3101
H: -3.6468 -0.6124 1.8776  0.4137
H: -2.9860 0.9211 2.4255  0.4274
H: -0.8194 -0.3084 -0.6440  -0.4416
H: -1.6327 -0.3809 -2.7296  0.2943
H: -2.9828 -1.4019 -2.2492  0.4517
H: -3.1274 0.3553 -2.1433  0.3310
H: -1.7227 -2.6699 -0.8463  0.5527
H: -1.2365 -2.1609 0.7566  0.3479
H: -2.9630 -2.2287 0.3222  0.3758